Molecular formula: C11H73FN2O31S
Method: DFT, ωB97M-V/def2-TZVPD

The geometry in XYZ format:
```
119
Properties=species:S:1:pos:R:3:forces:R:3:lowdin_charge:R:1
C -3.537631 -0.146945 1.947924 1.4 0.3 -0.5 -0.10
C -2.622876 -0.098959 0.605882 1.4 0.3 -3.1 -0.16
C -2.992256 0.899760 -0.532761 2.4 -2.1 -0.1 -0.01
C -2.202523 0.998970 -1.891207 1.2 -2.6 2.5 0.01
C -0.989732 0.070677 -2.129177 -0.9 -0.1 3.1 -0.09
C -0.096959 -0.006099 -3.448561 -0.6 -0.1 -0.4 -0.34
C -0.192992 1.276169 -4.407245 0.3 -0.9 -0.5 -0.09
C -0.640982 -1.300434 -4.284327 -0.2 1.2 1.1 -0.10
C -0.585355 -0.914190 -0.965834 -2.9 2.1 0.9 -0.14
O 0.566054 -1.780017 -1.170904 0.3 1.3 0.1 -0.12
C 1.774428 -1.096750 -0.803410 -1.3 2.4 1.7 -0.21
N 3.038219 -1.821013 -1.190969 1.4 1.6 -0.6 -0.22
N 2.881832 -2.610588 -2.350631 0.3 -2.2 -1.7 0.03
S 4.327653 -0.726002 -1.546765 4.3 1.7 3.4 0.83
O 5.667800 -1.393511 -1.633998 -4.5 0.9 -1.1 -0.27
O 4.403867 0.342467 -0.480420 -1.7 -2.4 -3.1 -0.32
F 4.064909 0.083196 -3.023234 0.0 -1.6 2.4 -0.20
C -1.362372 -1.017714 0.374881 -1.1 2.3 -2.7 0.06
H -2.951782 0.370325 2.783987 -0.9 -1.0 -1.4 0.04
H -3.749689 -1.206578 2.311803 0.2 1.4 -0.8 0.08
H -4.491997 0.467029 1.792389 1.3 -1.0 0.1 0.07
H -3.891451 1.577939 -0.329783 1.5 -1.0 -0.6 0.07
H -2.518567 1.724858 -2.727122 0.5 -1.3 1.7 0.10
H 1.010771 -0.136450 -3.169695 -1.7 0.0 -0.3 0.11
H 0.435006 2.159516 -4.055458 -1.2 -1.0 -0.2 0.08
H -1.290449 1.513922 -4.604344 1.5 0.0 0.3 0.08
H 0.255544 0.953527 -5.425575 -0.7 0.5 1.6 0.08
H -0.282018 -1.271146 -5.369112 -0.5 -0.2 1.7 0.08
H -1.792494 -1.214981 -4.229692 1.9 -0.3 -0.4 0.10
H -0.339584 -2.240154 -3.713175 -0.3 1.2 -1.0 0.07
H 1.756119 -0.987749 0.348876 0.4 -0.3 -1.8 0.14
H 1.841771 -0.017206 -1.205993 -0.6 -1.6 0.4 0.11
H 3.749372 -2.606509 -2.931010 -0.8 0.1 0.6 0.07
H 2.793425 -3.614817 -2.084095 0.0 1.1 0.1 0.13
H -1.057483 -1.765488 1.176068 -0.4 1.1 -1.3 0.09
O -2.463222 2.470756 2.879170 -0.2 0.5 0.4 -0.06
H -2.361049 3.323732 2.438869 0.1 -0.2 0.0 0.06
H -1.777258 2.476063 3.558593 0.1 0.1 -0.3 0.03
O -4.574381 0.903688 4.626197 -0.1 0.3 0.0 -0.06
H -4.152069 0.983990 5.489550 -0.2 0.0 -0.1 0.05
H -4.301328 1.704982 4.155795 0.3 -0.2 -0.1 0.02
O -7.423398 1.377927 3.078297 0.0 -0.1 -0.2 -0.05
H -6.608395 1.426816 3.595697 0.3 -0.2 -0.1 0.02
H -7.515224 0.437404 2.877845 0.0 0.1 0.2 0.07
O 3.029113 -1.660105 2.413004 0.0 0.2 -0.1 -0.05
H 3.414825 -1.776396 1.535336 0.0 -0.1 0.1 0.01
H 3.043614 -0.704397 2.549833 0.0 -0.1 0.0 0.03
O 5.250026 -4.651400 -3.555380 -0.1 0.0 0.0 -0.06
H 5.332164 -4.148576 -2.735311 0.3 -0.2 -0.1 0.02
H 6.137830 -5.010290 -3.697612 0.1 0.2 0.1 0.04
O 6.620791 2.058411 -1.005031 -0.1 0.4 0.4 -0.05
H 7.068588 2.017926 -0.150419 0.1 -0.2 -0.2 0.06
H 5.796522 1.565644 -0.861983 0.1 0.0 0.0 -0.01
O -8.412698 1.637647 0.136910 0.2 -0.2 0.2 -0.06
H -7.995608 1.598497 1.007490 0.0 0.1 0.1 0.00
H -9.243723 1.156901 0.253178 -0.1 0.3 -0.1 0.02
O 0.497504 2.664049 3.133461 0.2 -0.1 0.3 -0.05
H 1.383193 3.021110 2.989410 -0.1 -0.1 -0.1 0.00
H 0.651049 1.857550 3.640910 0.0 0.1 -0.2 0.04
O 3.635876 3.168524 2.743431 0.1 0.2 0.3 -0.05
H 3.696890 3.671504 3.566203 0.0 0.0 -0.1 0.06
H 4.522399 2.805821 2.624879 -0.2 0.0 -0.1 0.05
O 7.176803 4.960336 -1.522943 0.0 0.0 0.4 -0.06
H 7.020599 4.033332 -1.290850 0.0 -0.1 -0.3 -0.02
H 7.562229 5.341349 -0.724653 0.0 0.1 -0.2 0.03
O -5.757245 3.212206 -1.088438 0.0 0.0 0.3 -0.06
H -6.438500 2.627885 -0.725843 -0.1 0.0 -0.2 0.01
H -5.800783 3.996557 -0.528379 0.0 -0.1 -0.1 0.04
O 2.125677 2.447933 -0.957486 -0.4 -0.3 -0.1 -0.06
H 2.199972 2.947955 -0.134854 0.2 -0.1 -0.1 0.03
H 3.013763 2.094837 -1.095736 -0.1 0.3 0.1 0.00
O 4.894585 -7.166962 -5.653244 -0.1 0.0 0.2 -0.06
H 4.222359 -7.747821 -5.277507 0.1 0.1 -0.1 0.03
H 4.860240 -6.378667 -5.096439 0.0 0.0 0.0 0.00
O -1.215514 -2.005603 3.625421 0.3 0.0 0.0 -0.06
H -0.333766 -1.643893 3.473120 -0.1 -0.1 0.0 0.03
H -1.049808 -2.811087 4.136163 -0.1 -0.1 0.1 0.00
O 8.280254 -4.332198 -2.675404 0.0 0.2 0.0 -0.06
H 8.366915 -3.478495 -3.119202 0.0 -0.2 -0.1 0.04
H 8.984395 -4.324594 -2.013055 -0.1 -0.1 0.0 0.00
O -7.433284 2.292779 5.850754 -0.2 0.0 0.0 -0.07
H -7.629927 2.176764 4.910378 -0.2 0.1 0.3 -0.01
H -7.890027 1.555142 6.278361 0.1 0.1 0.0 0.01
O -1.493547 -3.293373 -5.789560 -0.2 -0.7 -0.4 -0.08
H -1.959979 -3.837956 -6.436492 0.0 0.1 0.1 0.05
H -0.834049 -3.889761 -5.414141 -0.1 0.1 0.0 0.04
O 0.993425 5.027270 -2.281863 0.2 0.3 0.2 -0.06
H 1.873548 5.391209 -2.443171 -0.1 -0.2 -0.1 0.05
H 1.164215 4.218264 -1.779313 0.1 -0.2 -0.1 0.01
O -8.046547 0.548209 8.258548 0.0 0.2 0.2 -0.05
H -7.546269 1.320325 8.552885 0.0 -0.1 -0.1 0.05
H -8.760691 0.472824 8.903190 0.1 0.0 -0.2 0.04
O 4.086703 4.198943 -0.155136 0.3 0.1 0.3 -0.04
H 4.159537 4.699279 0.667579 -0.1 0.0 -0.1 0.04
H 4.976282 3.846232 -0.294417 -0.1 0.2 -0.2 0.01
O -1.028680 -4.384705 5.636529 -0.1 0.1 0.1 -0.06
H -1.432035 -5.263485 5.583483 0.2 0.0 0.0 0.02
H -0.975945 -4.208393 6.583109 -0.1 0.1 -0.2 0.04
O 5.787401 -1.359907 -5.117860 -0.4 -0.1 0.1 -0.04
H 5.558525 -0.894503 -4.303726 0.2 0.0 -0.1 0.01
H 4.963551 -1.788125 -5.384284 0.1 0.0 -0.1 0.06
O 8.140317 -2.826313 -5.980787 -0.1 0.0 -0.1 -0.07
H 7.275123 -2.519936 -5.671535 0.1 0.2 0.0 -0.02
H 8.272500 -2.353616 -6.810790 0.0 -0.1 0.2 0.03
O 0.360504 7.528002 -0.748038 -0.1 0.1 -0.1 -0.08
H -0.408352 7.817474 -1.252832 0.1 -0.1 0.1 0.03
H 0.617168 6.694239 -1.169953 -0.2 -0.1 0.0 -0.01
O -11.559815 1.499604 0.742963 -0.2 -0.2 0.1 -0.05
H -11.814035 1.966614 1.550017 0.1 0.2 0.0 0.01
H -12.376564 1.078922 0.448944 0.2 0.0 0.0 0.04
O -1.025512 -7.154042 6.318904 0.1 -0.3 0.1 -0.05
H -0.203889 -7.100628 6.822658 -0.1 0.1 -0.1 0.05
H -1.117109 -8.093775 6.119048 -0.1 0.2 0.0 0.05
O 10.067149 -5.027582 -0.336321 0.0 -0.3 0.1 -0.05
H 9.701739 -5.920054 -0.386503 0.0 0.1 0.0 0.05
H 10.679919 -5.066970 0.407711 -0.1 0.1 -0.1 0.05
O -12.423289 3.781550 2.974281 -0.1 0.0 0.2 -0.05
H -11.920948 4.549126 3.273925 0.0 -0.1 -0.1 0.05
H -13.138897 3.704448 3.617147 0.1 0.0 -0.1 0.04
```
Forces are in eV/Å.

Output
E_LUMO: -1.23 eV
E_HOMO: -7.60 eV
Charge: 0
Gap between HOMO and LUMO: 6.37 eV